(1)
89
Properties=species:S:1:pos:R:3 method="wB97M-V/def2-TZVPD" homo_ev="-10.27 / -10.27" orbital_gap_ev="6.96 / 2.81" multiplicity=2 energy_ha=-3061.0624 lumo_energy_ev="-3.31 / -7.45" charge=+1 largest_force_ev_per_a=5.4
C -2.540 0.162 2.376
N -3.069 1.279 3.178
O -4.320 1.320 3.396
O -2.357 2.174 3.659
H -2.698 0.559 1.373
H -3.106 -0.769 2.400
H -1.486 0.111 2.647
C -1.961 -5.055 3.111
C -1.251 -3.772 3.175
O -2.036 -2.784 2.545
S -3.202 -3.359 1.578
O -2.936 -2.928 0.166
O -4.519 -3.242 2.198
O -2.698 -4.874 1.927
H -2.460 -5.129 4.078
H -1.301 -5.901 2.918
H -0.331 -3.952 2.619
H -0.948 -3.433 4.166
C 0.326 -4.650 -2.167
C 0.880 -4.450 -3.563
O 1.998 -5.211 -3.777
S 2.825 -5.279 -2.378
O 3.462 -3.976 -2.182
O 3.566 -6.584 -2.302
O 1.414 -5.291 -1.494
H -0.596 -5.217 -2.296
H 0.016 -3.778 -1.592
H 1.186 -3.418 -3.734
H 0.139 -4.580 -4.352
N -4.309 4.950 0.487
C -4.317 5.209 -0.874
C -3.201 4.774 -1.490
C -2.333 4.394 -0.410
C -3.080 4.522 0.703
H -4.937 5.301 1.195
H -5.150 5.791 -1.239
H -2.957 4.784 -2.542
H -1.277 4.183 -0.490
H -2.691 4.379 1.700
N 1.622 1.001 -2.843
C 1.535 2.338 -3.035
C 2.068 2.543 -4.333
C 2.582 1.364 -4.843
C 2.216 0.381 -3.878
H 1.347 0.546 -1.984
H 1.024 2.959 -2.315
H 2.064 3.472 -4.883
H 2.950 1.191 -5.844
H 2.543 -0.644 -3.781
N 2.808 4.482 0.458
C 1.808 4.767 1.309
C 1.922 3.884 2.285
C 3.133 3.229 2.105
C 3.514 3.407 0.794
H 3.119 4.949 -0.383
H 1.073 5.544 1.158
H 1.220 3.824 3.104
H 3.612 2.770 2.958
H 4.230 2.905 0.161
N -1.037 -1.440 -4.550
C -1.602 -2.683 -4.763
C -2.488 -2.941 -3.669
C -2.570 -1.746 -2.978
C -1.725 -0.863 -3.566
H -0.403 -0.935 -5.153
H -1.434 -3.412 -5.541
H -3.115 -3.801 -3.483
H -3.298 -1.564 -2.201
H -1.436 0.149 -3.322
N 4.063 0.822 4.692
C 3.321 0.243 3.723
C 1.987 0.182 4.084
C 1.948 0.975 5.337
C 3.215 1.286 5.714
H 5.066 0.884 4.793
H 3.815 -0.152 2.847
H 1.198 -0.322 3.546
H 1.042 1.066 5.917
H 3.571 1.928 6.507
N 0.875 1.183 0.275
C -0.390 0.738 -0.128
C -0.306 -0.638 -0.240
C 0.933 -0.936 0.173
C 1.717 0.138 0.410
H 1.215 2.130 0.363
H -1.148 1.507 -0.110
H -1.149 -1.254 -0.516
H 1.234 -1.969 0.265
H 2.764 0.250 0.652

---

(2)
15
Properties=species:S:1:pos:R:3 method="wB97M-V/def2-TZVPD" smiles="CN(C)C=O.N=O" e_above_lowest_ev=5.2567 homo_ev=-8.17 orbital_gap_ev=8.83 multiplicity=1 energy_ha=-378.9478 lumo_energy_ev=0.66 largest_force_ev_per_a=4.5
C -0.671 0.068 -0.099
C 1.180 -1.181 -0.360
C 1.457 1.154 -0.593
N -3.035 -0.242 1.002
N 0.569 0.003 -0.565
O -1.332 -0.936 0.212
O -2.918 0.926 1.396
H -1.129 1.092 -0.324
H 2.219 -1.217 -0.311
H 0.812 -1.519 0.621
H 0.784 -1.845 -1.097
H 0.808 2.036 -0.488
H 2.215 1.178 0.300
H 1.993 1.292 -1.539
H -2.952 -0.810 1.845

---

(3)
8
Properties=species:S:1:pos:R:3 method="wB97M-V/def2-TZVPD" smiles="O=NO.C=S" e_above_lowest_ev=4.3421 homo_ev="-9.32 / -9.32" orbital_gap_ev="8.30 / 8.30" multiplicity=1 energy_ha=-643.1546 lumo_energy_ev="-1.03 / -1.02" largest_force_ev_per_a=4.8
C -1.480 -0.234 0.685
N 1.348 -0.430 -0.325
O 1.914 -1.277 -0.974
O 1.724 0.796 -0.809
S -1.170 0.796 -0.508
H -2.572 -0.377 1.036
H -0.719 -0.752 1.153
H 0.955 1.479 -0.258